{
  "formula": "C18H36Cl26FO8PS",
  "method": "the ωB97M-V functional and the def2-TZVPD basis",
  "symbols": ["C", "C", "O", "C", "C", "O", "S", "O", "O", "O", "C", "F", "P", "O", "O", "O", "H", "H", "H", "H", "H", "H", "H", "H", "H", "H", "C", "Cl", "Cl", "H", "H", "C", "Cl", "Cl", "H", "H", "C", "Cl", "Cl", "H", "H", "C", "Cl", "Cl", "H", "H", "C", "Cl", "Cl", "H", "H", "C", "Cl", "Cl", "H", "H", "C", "Cl", "Cl", "H", "H", "C", "Cl", "Cl", "H", "H", "C", "Cl", "Cl", "H", "H", "C", "Cl", "Cl", "H", "H", "C", "Cl", "Cl", "H", "H", "C", "Cl", "Cl", "H", "H", "C", "Cl", "Cl", "H", "H"],
  "coordinates": [[3.187, -0.908, -0.227], [2.861, -2.045, -1.233], [2.710, -3.244, -0.451], [1.536, -1.845, -2.047], [0.517, -0.878, -1.411], [0.820, 0.419, -1.975], [-0.275, 1.346, -1.172], [-0.418, 2.551, -2.065], [0.151, 1.453, 0.164], [-1.517, 0.271, -1.356], [-0.988, -1.014, -1.770], [-1.322, -0.998, -3.116], [-1.944, -2.342, -0.879], [-1.159, -2.972, 0.171], [-2.448, -3.508, -1.880], [-3.274, -1.712, -0.186], [2.804, 0.087, -0.513], [2.736, -1.186, 0.746], [4.279, -0.789, -0.094], [3.686, -2.121, -1.966], [3.123, -3.966, -0.946], [1.118, -2.856, -2.231], [1.789, -1.448, -3.053], [0.526, -0.938, -0.306], [-2.596, -3.150, -2.780], [-3.001, -1.222, 0.610], [-3.419, -6.161, -3.425], [-3.101, -5.391, -4.991], [-5.082, -6.752, -3.324], [-2.741, -7.000, -3.304], [-3.256, -5.439, -2.635], [-0.772, 1.197, 3.238], [-2.126, 0.101, 2.915], [0.264, 0.570, 4.521], [-0.185, 1.303, 2.335], [-1.163, 2.163, 3.540], [1.513, 4.889, -0.028], [0.205, 3.733, -0.351], [2.563, 4.329, 1.292], [2.109, 4.998, -0.928], [1.087, 5.845, 0.249], [1.470, 1.223, 7.820], [1.062, 2.877, 8.287], [2.950, 0.671, 8.611], [0.653, 0.567, 8.103], [1.618, 1.188, 6.745], [-2.487, 6.477, 1.004], [-0.878, 6.280, 1.709], [-2.515, 7.756, -0.213], [-2.781, 5.541, 0.538], [-3.185, 6.733, 1.795], [5.460, 1.355, 5.803], [4.266, 2.540, 5.264], [5.520, -0.036, 4.711], [6.437, 1.825, 5.829], [5.187, 1.010, 6.795], [5.843, -3.317, 1.370], [5.494, -4.753, 2.339], [5.686, -1.838, 2.323], [6.859, -3.386, 0.995], [5.142, -3.274, 0.542], [0.190, 8.073, -3.019], [0.540, 9.314, -1.810], [0.205, 6.455, -2.309], [-0.792, 8.260, -3.442], [0.944, 8.120, -3.798], [-6.385, -0.617, -0.624], [-6.082, 0.094, -2.217], [-8.048, -1.193, -0.481], [-5.709, -1.452, -0.481], [-6.208, 0.139, 0.134], [-3.765, 1.605, -4.333], [-4.064, 3.251, -4.904], [-2.754, 0.703, -5.466], [-3.261, 1.653, -3.372], [-4.715, 1.092, -4.227], [-1.613, -6.686, -8.586], [-2.041, -5.052, -8.078], [-0.143, -7.230, -7.767], [-2.426, -7.359, -8.333], [-1.446, -6.692, -9.658], [1.584, -6.899, -4.736], [1.884, -5.722, -3.447], [1.544, -8.548, -4.104], [0.628, -6.676, -5.196], [2.377, -6.823, -5.472], [-0.107, 5.468, 11.352], [0.199, 6.160, 9.755], [-1.771, 4.891, 11.500], [0.569, 4.632, 11.506], [0.068, 6.230, 12.104]],
  "total_charge": 0,
  "gap_ev": 9.61,
  "energy_ha": -14113.68691,
  "e_above_lowest_kcal_mol": 56.82,
  "homo_ha": -0.3535
}



{
  "formula": "C16H24N8",
  "method": "the ωB97M-V functional and the def2-TZVPD basis",
  "symbols": ["C", "C", "N", "H", "H", "H", "C", "C", "N", "H", "H", "H", "C", "C", "N", "H", "H", "H", "C", "C", "N", "H", "H", "H", "C", "C", "N", "H", "H", "H", "C", "C", "N", "H", "H", "H", "C", "C", "N", "H", "H", "H", "C", "C", "N", "H", "H", "H"],
  "coordinates": [[4.727, 5.002, 1.892], [4.839, 3.574, 1.496], [4.922, 2.445, 1.209], [4.564, 5.599, 0.995], [5.665, 5.311, 2.354], [3.900, 5.062, 2.600], [-5.922, -1.521, 1.434], [-5.526, -0.635, 0.322], [-5.223, 0.089, -0.523], [-6.457, -0.927, 2.175], [-5.087, -2.010, 1.936], [-6.655, -2.264, 1.117], [-4.118, -1.227, -7.424], [-2.827, -1.352, -6.743], [-1.813, -1.429, -6.188], [-4.423, -0.214, -7.689], [-4.860, -1.727, -6.802], [-4.066, -1.758, -8.374], [1.394, 3.055, -7.454], [1.764, 3.196, -6.036], [2.089, 3.286, -4.925], [2.107, 3.579, -8.091], [0.407, 3.492, -7.609], [1.360, 1.995, -7.705], [-2.718, 2.008, 7.281], [-1.491, 2.715, 6.883], [-0.534, 3.231, 6.604], [-3.292, 2.650, 7.949], [-2.514, 1.078, 7.812], [-3.214, 1.871, 6.320], [-2.436, -4.911, 7.192], [-3.518, -5.904, 7.251], [-4.376, -6.705, 7.297], [-1.574, -5.360, 7.684], [-2.688, -4.011, 7.752], [-2.249, -4.584, 6.169], [7.693, -0.935, -3.242], [8.851, -0.774, -2.298], [9.724, -0.576, -1.596], [6.877, -1.534, -2.837], [8.131, -1.384, -4.134], [7.274, 0.033, -3.514], [0.375, -1.391, -0.529], [-0.044, -0.998, 0.823], [-0.318, -0.710, 1.930], [0.116, -0.551, -1.173], [-0.251, -2.216, -0.868], [1.412, -1.664, -0.725]],
  "smiles": "CC#N.CC#N.CC#N.CC#N.CC#N.CC#N.CC#N.CC#N",
  "total_charge": 0,
  "gap_ev": 11.66,
  "energy_ha": -1061.99693,
  "e_above_lowest_kcal_mol": 39.80,
  "homo_ha": -0.4183
}



{
  "formula": "C3H3O4P",
  "method": "the ωB97M-V functional and the def2-TZVPD basis",
  "symbols": ["C", "C", "C", "O", "O", "O", "O", "P", "H", "H", "H"],
  "coordinates": [[-3.165, 0.563, 0.194], [-1.985, 0.309, 0.050], [2.016, 0.399, 0.112], [0.006, -2.376, -0.462], [1.571, -0.167, -1.126], [1.348, -0.497, 0.975], [-0.775, 0.240, -0.304], [0.384, -0.982, -0.308], [-4.092, 0.879, 0.449], [3.152, 0.198, 0.309], [1.539, 1.434, 0.110]],
  "total_charge": 0,
  "gap_ev": 10.58,
  "energy_ha": -758.38861,
  "e_above_lowest_kcal_mol": 12.56,
  "homo_ha": -0.3682
}



{
  "formula": "C29H95O36P7",
  "method": "the ωB97M-V functional and the def2-TZVPD basis",
  "symbols": ["C", "O", "P", "O", "O", "C", "O", "C", "H", "H", "H", "H", "H", "H", "H", "H", "H", "C", "O", "P", "O", "O", "C", "O", "C", "H", "H", "H", "H", "H", "H", "H", "H", "H", "C", "O", "P", "O", "O", "C", "O", "C", "H", "H", "H", "H", "H", "H", "H", "H", "H", "C", "O", "P", "O", "O", "C", "O", "C", "H", "H", "H", "H", "H", "H", "H", "H", "H", "C", "O", "P", "O", "O", "C", "O", "C", "H", "H", "H", "H", "H", "H", "H", "H", "H", "C", "O", "P", "O", "O", "C", "O", "C", "H", "H", "H", "H", "H", "H", "H", "H", "H", "C", "O", "P", "O", "O", "C", "O", "C", "H", "H", "H", "H", "H", "H", "H", "H", "H", "C", "O", "H", "H", "H", "H", "C", "O", "H", "H", "H", "H", "C", "O", "H", "H", "H", "H", "C", "O", "H", "H", "H", "H", "C", "O", "H", "H", "H", "H", "C", "O", "H", "H", "H", "H", "C", "O", "H", "H", "H", "H", "C", "O", "H", "H", "H", "H"],
  "coordinates": [[-11.554, 2.077, 3.280], [-10.213, 2.290, 2.840], [-9.789, 1.522, 1.401], [-10.826, 1.316, 0.334], [-8.398, 2.294, 1.056], [-7.342, 2.330, 1.956], [-9.164, 0.113, 1.944], [-8.979, -1.013, 1.101], [-11.584, 1.760, 4.323], [-12.010, 1.309, 2.654], [-12.154, 2.985, 3.223], [-7.082, 3.360, 2.202], [-6.492, 1.771, 1.565], [-7.618, 1.860, 2.899], [-7.966, -1.289, 1.394], [-8.836, -0.700, 0.067], [-9.646, -1.846, 1.322], [1.200, -8.856, 0.776], [-0.117, -9.220, 1.235], [-1.411, -8.433, 0.662], [-2.701, -8.780, 1.323], [-1.374, -8.754, -0.930], [-1.913, -9.954, -1.480], [-0.985, -6.873, 0.786], [-1.069, -6.117, 1.967], [1.758, -9.757, 0.520], [1.784, -8.323, 1.525], [1.153, -8.320, -0.172], [-1.330, -10.147, -2.381], [-2.940, -9.854, -1.831], [-1.904, -10.834, -0.838], [-1.788, -6.419, 2.728], [-1.360, -5.121, 1.634], [-0.123, -6.137, 2.509], [0.146, -3.700, -4.665], [1.001, -4.140, -5.710], [2.193, -3.197, -6.234], [2.949, -3.806, -7.325], [3.007, -2.946, -4.840], [3.920, -3.910, -4.392], [1.377, -1.812, -6.519], [2.056, -0.729, -7.231], [0.139, -4.465, -3.889], [-0.869, -3.634, -5.056], [0.348, -2.662, -4.399], [4.032, -4.731, -5.100], [3.580, -4.419, -3.489], [4.872, -3.408, -4.216], [3.135, -0.668, -7.091], [1.717, 0.265, -6.936], [1.747, -0.877, -8.265], [-6.773, 3.595, 7.489], [-5.631, 2.705, 7.443], [-4.164, 3.268, 7.259], [-3.942, 4.229, 6.143], [-3.835, 3.970, 8.696], [-4.079, 3.281, 9.934], [-3.218, 1.914, 7.205], [-3.549, 0.810, 6.354], [-7.604, 3.081, 7.005], [-6.579, 4.593, 7.097], [-7.175, 3.678, 8.498], [-3.319, 3.544, 10.669], [-4.138, 2.193, 9.886], [-5.046, 3.621, 10.305], [-3.618, -0.109, 6.936], [-2.802, 0.730, 5.565], [-4.529, 0.850, 5.879], [8.860, -0.876, -6.511], [9.717, -0.389, -5.535], [9.575, -0.850, -3.988], [8.260, -0.613, -3.331], [10.008, -2.459, -4.109], [10.035, -3.308, -2.947], [10.852, -0.152, -3.265], [12.123, -0.419, -3.754], [8.427, -1.855, -6.302], [9.489, -1.084, -7.377], [8.087, -0.165, -6.801], [10.148, -2.655, -2.082], [10.943, -3.910, -2.955], [9.167, -3.959, -2.836], [12.516, 0.520, -4.142], [12.149, -1.173, -4.540], [12.810, -0.765, -2.981], [7.538, 1.262, 2.152], [8.410, 2.350, 2.417], [7.978, 3.898, 2.647], [8.617, 4.444, 3.893], [8.408, 4.578, 1.177], [8.031, 4.139, -0.114], [6.345, 3.872, 2.611], [5.588, 5.040, 2.902], [8.017, 0.381, 2.579], [7.548, 1.056, 1.081], [6.549, 1.332, 2.605], [7.258, 3.371, -0.149], [8.844, 3.574, -0.569], [7.766, 4.969, -0.769], [6.161, 5.961, 3.012], [4.956, 4.856, 3.770], [4.774, 5.128, 2.182], [1.692, 0.356, -1.059], [0.674, 0.987, -0.391], [-0.483, 0.172, 0.453], [-0.003, -0.685, 1.559], [-1.452, 1.382, 1.032], [-0.838, 2.578, 1.518], [-1.462, -0.602, -0.616], [-2.750, -0.896, -0.126], [2.709, 0.614, -0.765], [1.667, 0.618, -2.117], [1.627, -0.732, -1.041], [0.242, 2.684, 1.414], [-1.100, 2.792, 2.554], [-1.122, 3.384, 0.841], [-3.168, -0.401, 0.751], [-2.771, -1.980, -0.008], [-3.424, -0.593, -0.927], [2.704, 6.204, -1.992], [2.875, 7.604, -1.795], [3.074, 5.662, -1.121], [1.675, 5.855, -2.082], [3.299, 5.892, -2.851], [2.853, 8.041, -2.650], [-6.641, -5.996, -2.270], [-7.731, -5.131, -2.572], [-7.023, -6.996, -2.063], [-6.033, -6.146, -3.162], [-6.032, -5.625, -1.446], [-8.423, -5.573, -3.069], [2.451, 1.256, 5.454], [2.749, 0.376, 4.430], [1.894, 2.159, 5.202], [1.953, 0.756, 6.285], [3.344, 1.621, 5.961], [2.001, -0.054, 4.009], [4.922, -4.426, 1.399], [5.498, -5.707, 1.113], [3.847, -4.542, 1.258], [5.140, -4.096, 2.414], [5.285, -3.696, 0.676], [6.453, -5.667, 1.207], [-6.762, -1.647, -5.793], [-7.454, -1.356, -4.571], [-6.023, -0.873, -6.002], [-6.164, -2.541, -5.615], [-7.368, -1.924, -6.655], [-7.785, -2.198, -4.250], [-2.783, 7.330, -2.032], [-3.955, 7.801, -1.336], [-2.764, 6.241, -2.018], [-2.905, 7.511, -3.100], [-1.932, 7.753, -1.498], [-3.860, 7.606, -0.401], [-2.484, 8.627, 2.926], [-3.228, 7.457, 2.659], [-3.049, 9.407, 3.437], [-1.564, 8.360, 3.444], [-2.086, 9.065, 2.011], [-3.341, 6.925, 3.450], [-2.165, 1.935, -4.320], [-1.736, 3.217, -4.692], [-2.146, 1.985, -3.232], [-3.180, 1.745, -4.671], [-1.572, 1.034, -4.478], [-2.401, 3.634, -5.244]],
  "total_charge": 0,
  "gap_ev": 9.98,
  "energy_ha": -6260.34387,
  "e_above_lowest_kcal_mol": 67.04,
  "homo_ha": -0.3675
}



{
  "formula": "C7H18N",
  "method": "the ωB97M-V functional and the def2-TZVPD basis",
  "symbols": ["C", "C", "C", "N", "H", "H", "H", "H", "H", "H", "H", "H", "C", "C", "C", "C", "H", "H", "H", "H", "H", "H", "H", "H", "H", "H"],
  "coordinates": [[2.039, -2.233, -1.498], [1.880, -2.033, 0.007], [-0.430, -1.938, 0.768], [0.607, -2.602, 0.481], [1.910, -3.282, -1.763], [1.307, -1.647, -2.049], [3.046, -1.930, -1.773], [2.669, -2.540, 0.555], [1.890, -0.987, 0.291], [-1.321, -2.467, 1.080], [-0.437, -0.856, 0.666], [0.556, -3.618, 0.523], [-2.038, 2.839, 0.411], [-1.162, 1.583, 0.435], [-1.046, 0.996, -0.980], [0.209, 1.871, 1.036], [-2.299, 3.164, 1.415], [-1.512, 3.645, -0.104], [-2.961, 2.671, -0.150], [-1.677, 0.853, 1.073], [-0.130, 0.404, -1.103], [-0.887, 1.821, -1.677], [-1.929, 0.413, -1.243], [0.143, 2.592, 1.855], [0.681, 0.975, 1.445], [0.892, 2.306, 0.300]],
  "total_charge": 1,
  "gap_ev": 9.60,
  "energy_ha": -331.99047,
  "e_above_lowest_kcal_mol": 19.57,
  "homo_ha": -0.5338
}



> Number 5 is which compound?

C7H18N